Entry 1:
51
Properties=species:S:1:pos:R:3 method="wB97M-V/def2-TZVPD" lumo_energy_ev=0.303 orbital_gap_ha=0.342 smiles="COc1ccc(C(=O)COC(=O)CCN2C(=O)[C@@H]3[C@@H]4C[C@@H]([C@@H](Br)[C@@H]4Br)[C@@H]3C2=O)cc1" e_above_lowest_kcal_mol=1.3
C -6.19 -4.34 -0.79
H -6.54 -5.33 -0.48
O -5.28 -3.93 0.21
C -4.68 -2.73 0.09
C -4.89 -1.82 -0.95
C -4.21 -0.62 -0.97
C -3.32 -0.28 0.05
C -3.12 -1.19 1.10
C -3.78 -2.40 1.12
H -3.63 -3.11 1.91
H -2.43 -0.93 1.88
C -2.58 0.98 0.10
O -1.91 1.33 1.05
C -2.64 1.89 -1.14
H -2.35 1.32 -2.03
H -3.64 2.32 -1.27
O -1.76 2.98 -0.94
C -0.47 2.65 -0.88
O -0.03 1.58 -1.23
C 0.38 3.79 -0.36
H 1.09 4.09 -1.13
H -0.27 4.63 -0.10
C 1.16 3.32 0.88
N 1.92 2.13 0.57
C 2.84 2.07 -0.45
O 3.24 3.02 -1.07
C 3.26 0.63 -0.62
H 3.09 0.33 -1.66
C 2.45 -0.15 0.42
C 1.65 0.91 1.16
O 0.96 0.75 2.12
H 1.75 -0.88 0.01
C 3.53 -0.79 1.31
H 3.15 -1.13 2.27
C 4.59 0.32 1.34
H 4.24 1.24 1.79
H 5.52 0.01 1.82
C 4.72 0.39 -0.19
H 5.42 1.13 -0.59
C 5.06 -1.06 -0.53
H 4.81 -1.33 -1.56
C 4.28 -1.86 0.52
H 4.94 -2.43 1.17
Br 3.11 -3.21 -0.29
Br 6.99 -1.37 -0.38
H 1.84 4.11 1.21
H 0.48 3.05 1.69
H -4.40 0.06 -1.78
H -5.57 -2.05 -1.75
H -7.05 -3.66 -0.86
H -5.71 -4.41 -1.77

=====

Entry 2:
250
Properties=species:S:1:pos:R:3 method="wB97M-V/def2-TZVPD" lumo_energy_ev=-5.135 orbital_gap_ha=0.157 charge=+1 e_above_lowest_kcal_mol=0.0
Sn -2.16 3.54 1.30
N -0.04 1.51 0.75
S 0.10 0.06 1.12
O 0.74 -0.24 2.38
O 0.20 -0.90 0.07
F -1.42 -0.12 1.55
S 1.68 1.65 0.64
O 2.35 1.09 -0.55
O 2.46 1.76 1.90
F 1.72 3.21 0.22
C -4.65 6.77 1.04
O -4.87 5.34 1.14
C -5.72 4.96 2.19
C -5.68 3.43 2.41
N -4.55 2.93 3.26
C -4.41 1.46 3.40
C -3.15 1.15 4.20
O -2.04 1.73 3.55
C -0.89 1.54 4.38
H -4.09 7.18 1.88
H -5.55 7.38 0.98
H -3.96 7.10 0.26
H -6.74 5.29 1.95
H -5.48 5.40 3.15
H -5.61 2.94 1.44
H -6.59 3.24 2.98
H -4.75 3.14 4.23
H -4.25 0.94 2.45
H -5.29 1.04 3.88
H -3.07 0.06 4.17
H -3.08 1.45 5.24
H 0.01 1.73 3.79
H -0.83 0.57 4.87
H -0.89 2.21 5.24
C 6.56 4.61 -0.60
O 6.49 3.23 -0.42
C 5.57 2.79 0.54
C 5.71 1.29 0.69
N 6.99 0.75 1.19
C 7.10 -0.65 0.77
C 8.56 -1.16 0.95
O 8.55 -2.58 0.71
C 9.89 -3.14 0.63
H 5.61 5.12 -0.74
H 7.18 4.86 -1.46
H 7.03 5.12 0.25
H 4.59 2.95 0.10
H 5.72 3.28 1.50
H 5.44 0.79 -0.24
H 5.01 0.94 1.45
H 7.68 1.33 0.72
H 6.83 -0.73 -0.28
H 6.32 -1.14 1.36
H 8.88 -0.86 1.95
H 9.23 -0.64 0.27
H 10.19 -3.38 1.65
H 10.59 -2.50 0.10
H 9.95 -4.05 0.04
C -0.65 -0.36 -2.96
O -1.80 -0.06 -3.72
C -1.56 -0.15 -5.09
C -2.79 0.27 -5.96
N -2.68 -0.02 -7.38
C -3.89 0.31 -8.08
C -3.81 -0.05 -9.58
O -4.95 0.44 -10.26
C -4.86 0.29 -11.68
H 0.15 0.38 -2.94
H -0.32 -1.40 -2.98
H -1.12 -0.36 -1.98
H -1.26 -1.18 -5.28
H -0.70 0.47 -5.36
H -3.07 1.30 -5.75
H -3.60 -0.38 -5.62
H -1.83 0.28 -7.83
H -4.07 1.38 -8.00
H -4.76 -0.18 -7.64
H -3.84 -1.12 -9.75
H -2.90 0.33 -10.05
H -4.04 0.86 -12.11
H -5.72 0.72 -12.18
H -4.75 -0.76 -11.96
C -6.76 -5.84 3.50
O -5.78 -6.13 2.49
C -5.82 -7.48 2.00
C -4.74 -7.49 0.88
N -3.39 -7.05 1.22
C -2.70 -6.86 -0.10
C -1.28 -6.25 0.04
O -1.32 -4.99 0.81
C -0.23 -4.19 0.90
H -7.76 -6.16 3.22
H -6.73 -4.76 3.65
H -6.61 -6.48 4.38
H -6.75 -7.78 1.53
H -5.60 -8.27 2.72
H -5.14 -6.86 0.08
H -4.68 -8.50 0.49
H -3.37 -6.27 1.86
H -3.24 -6.19 -0.76
H -2.62 -7.84 -0.57
H -0.91 -6.12 -0.98
H -0.52 -6.93 0.43
H -0.53 -3.18 1.20
H 0.26 -4.15 -0.07
H 0.51 -4.56 1.62
C -8.15 -2.87 6.07
O -6.94 -2.99 5.23
C -6.02 -1.96 5.49
C -4.55 -2.46 5.41
N -4.26 -2.84 4.08
C -3.06 -3.68 3.92
C -1.75 -2.94 4.30
O -0.59 -3.78 4.23
C 0.58 -3.13 4.65
H -8.92 -3.54 5.70
H -8.51 -1.85 6.16
H -7.79 -3.18 7.05
H -6.20 -1.49 6.46
H -6.07 -1.07 4.85
H -4.38 -3.24 6.16
H -3.83 -1.68 5.68
H -5.04 -3.41 3.78
H -2.84 -3.84 2.87
H -3.15 -4.72 4.23
H -1.77 -2.54 5.31
H -1.62 -2.16 3.54
H 0.46 -2.68 5.63
H 0.86 -2.36 3.93
H 1.48 -3.75 4.66
C -4.99 0.95 -0.50
O -3.93 2.00 -0.59
C -3.59 2.15 -1.95
C -2.12 2.64 -2.17
N -1.98 4.01 -1.84
C -0.60 4.48 -1.78
C -0.60 5.97 -1.44
O -1.19 6.04 -0.16
C -1.12 7.38 0.40
H -5.90 1.38 -0.90
H -5.10 0.78 0.57
H -4.72 0.03 -1.02
H -4.29 2.90 -2.32
H -3.81 1.27 -2.56
H -1.81 2.45 -3.20
H -1.49 2.13 -1.45
H -2.42 4.63 -2.51
H -0.04 4.28 -2.69
H -0.12 4.01 -0.92
H -1.02 6.66 -2.16
H 0.45 6.22 -1.32
H -1.65 8.17 -0.13
H -0.08 7.67 0.53
H -1.51 7.31 1.42
C 3.61 3.07 5.05
O 4.87 2.70 5.58
C 5.91 2.48 4.64
C 7.14 1.68 5.18
N 8.26 1.52 4.29
C 9.04 2.71 4.04
C 10.22 2.55 3.08
O 9.97 1.96 1.84
C 9.34 2.84 0.89
H 3.72 3.97 4.45
H 2.86 3.26 5.82
H 3.15 2.32 4.41
H 6.22 3.42 4.19
H 5.49 1.94 3.79
H 6.85 0.67 5.47
H 7.50 2.16 6.09
H 7.97 1.16 3.39
H 9.42 2.95 5.03
H 8.34 3.49 3.73
H 10.92 1.84 3.52
H 10.80 3.47 3.09
H 9.27 2.42 -0.11
H 9.92 3.76 0.83
H 8.29 3.01 1.16
C 3.99 7.71 -5.76
O 4.04 6.53 -5.00
C 3.53 6.69 -3.66
C 3.70 5.29 -2.97
N 2.91 4.38 -3.71
C 3.21 3.04 -3.26
C 4.34 2.31 -4.07
O 3.90 2.05 -5.37
C 4.97 1.78 -6.29
H 4.64 8.41 -5.23
H 2.95 7.98 -5.91
H 4.46 7.42 -6.70
H 2.50 7.00 -3.49
H 4.07 7.47 -3.13
H 3.36 5.39 -1.94
H 4.77 5.05 -2.99
H 3.36 4.56 -4.60
H 2.34 2.40 -3.38
H 3.40 3.05 -2.19
H 4.64 1.36 -3.63
H 5.17 3.01 -4.14
H 5.57 2.68 -6.32
H 4.55 1.61 -7.28
H 5.63 0.96 -6.00
C 1.75 -8.31 -1.02
O 1.73 -6.88 -1.30
C 2.45 -6.55 -2.49
C 2.44 -4.96 -2.63
N 3.26 -4.41 -1.57
C 2.99 -2.93 -1.57
C 3.63 -2.23 -0.36
O 3.18 -2.77 0.90
C 3.65 -2.06 2.00
H 1.48 -8.53 0.01
H 2.75 -8.71 -1.21
H 1.05 -8.86 -1.65
H 1.97 -7.01 -3.34
H 3.49 -6.86 -2.56
H 1.46 -4.50 -2.64
H 2.81 -4.70 -3.62
H 2.98 -4.83 -0.70
H 1.92 -2.72 -1.65
H 3.41 -2.49 -2.47
H 3.41 -1.17 -0.39
H 4.71 -2.21 -0.53
H 3.12 -2.40 2.89
H 3.60 -0.99 1.81
H 4.70 -2.29 2.16
C -4.36 -2.23 -2.85
O -4.15 -2.85 -1.57
C -3.16 -2.23 -0.78
C -3.34 -2.56 0.70
N -4.36 -1.70 1.46
C -5.70 -2.12 1.05
C -6.76 -1.38 1.84
O -8.04 -1.68 1.33
C -8.45 -0.93 0.16
H -4.89 -1.28 -2.77
H -4.97 -2.97 -3.36
H -3.39 -2.21 -3.35
H -3.16 -1.15 -0.91
H -2.18 -2.51 -1.17
H -2.37 -2.24 1.09
H -3.56 -3.62 0.83
H -4.23 -1.98 2.42
H -5.82 -3.19 1.20
H -5.91 -2.06 -0.02
H -6.64 -0.31 2.01
H -6.75 -1.73 2.87
H -7.74 -0.88 -0.67
H -8.59 0.13 0.39
H -9.43 -1.31 -0.13

=====

Entry 3:
20
Properties=species:S:1:pos:R:3 method="wB97M-V/def2-TZVPD" lumo_energy_ev=-3.690 orbital_gap_ha=0.367 charge=+1 e_above_lowest_kcal_mol=95.0
C 1.26 -0.19 -0.36
C -0.13 -0.68 0.44
C -1.01 0.72 0.57
C 2.51 -0.03 0.38
C -0.91 -1.67 -0.42
N 0.04 1.29 -0.02
N -2.19 1.13 0.94
O 0.02 2.57 -0.54
O -1.29 -1.00 -1.60
H 1.21 -0.29 -1.43
H 0.11 -1.10 1.41
H 2.91 -1.04 0.54
H 2.36 0.41 1.36
H 3.25 0.53 -0.18
H -1.80 -2.02 0.13
H -0.27 -2.54 -0.65
H 0.86 3.01 -0.35
H -2.84 0.49 1.37
H -2.50 2.05 0.66
H -1.60 -1.62 -2.26

=====

Entry 4:
41
Properties=species:S:1:pos:R:3 method="wB97M-V/def2-TZVPD" lumo_energy_ev=0.654 orbital_gap_ha=0.365 smiles="CNC(=O)[C@@H](CC(C)C)NC(=O)[C@@H](C)NC(C)=O" e_above_lowest_kcal_mol=0.4
O 0.83 1.63 -2.76
O 1.97 0.58 1.56
O -2.65 0.94 1.01
C 2.03 1.34 -2.61
C 1.51 1.09 0.52
C -1.64 0.42 1.48
N -1.36 0.44 2.79
N 2.79 1.62 -1.56
N 0.33 0.78 -0.03
C 2.78 0.53 -3.67
C -2.31 0.75 3.86
C -3.07 -2.75 -1.19
C -1.43 -3.24 0.55
C -2.21 -2.12 -0.07
C 3.44 2.80 0.48
C -1.23 -1.00 -0.61
C 2.29 2.15 -0.29
C -0.59 -0.20 0.54
H -0.46 0.10 3.08
H 3.76 1.43 -1.63
H 0.09 1.18 -0.93
H 3.68 1.06 -3.89
H 3.01 -0.46 -3.28
H 2.15 0.39 -4.57
H -3.00 1.51 3.60
H -1.84 1.02 4.81
H -2.90 -0.16 4.03
H -3.59 -1.96 -1.70
H -2.45 -3.33 -1.88
H -3.78 -3.44 -0.72
H -0.90 -2.94 1.46
H -2.09 -4.05 0.84
H -0.70 -3.65 -0.16
H -2.91 -1.66 0.66
H 3.02 3.33 1.37
H 4.10 2.01 0.89
H 4.01 3.55 -0.09
H -1.78 -0.30 -1.23
H -0.48 -1.41 -1.26
H 1.56 2.95 -0.56
H 0.01 -0.93 1.15